Record 1
{"formula": "C4H8O3", "method": "the ωB97M-V functional and the def2-TZVPD basis", "elements": ["O", "C", "O", "C", "C", "H", "H", "H", "O", "H", "C", "H", "H", "H", "H"], "positions_angstrom": [[-0.257, 1.061, 1.181], [-0.279, 0.720, -0.187], [1.569, -0.963, 1.850], [2.065, -1.178, 0.767], [0.054, -0.749, -0.432], [3.099, -1.519, 0.627], [0.365, 0.477, 1.642], [-0.456, -1.370, 0.313], [1.470, -1.049, -0.411], [-2.347, 0.144, -0.597], [-1.688, 1.013, -0.705], [-0.255, -1.051, -1.434], [-1.683, 1.315, -1.757], [0.453, 1.324, -0.750], [-2.109, 1.824, -0.107]], "atomic_forces_ev_per_a": [[0.09, -0.06, 0.18], [-0.07, -0.10, -0.33], [0.20, -0.11, -0.49], [-0.07, 0.04, 0.36], [-0.20, 0.03, 0.01], [-0.09, 0.04, 0.01], [-0.07, 0.08, 0.00], [0.06, 0.07, -0.09], [0.09, -0.01, 0.09], [0.10, 0.11, 0.05], [-0.04, 0.03, -0.04], [0.02, 0.09, 0.13], [0.02, -0.10, 0.11], [-0.09, -0.05, 0.14], [0.06, -0.05, -0.13]], "e_tot_ha": -382.9303, "spin_multiplicity": 1, "smiles": "C[C@@H](O)COC=O", "molar_mass_da": 104.10, "lumo_ha": 0.031, "gap_ev": 11.086, "e_homo_ev": -10.25, "de_lowest_kcal_mol": 21.7}


Record 2
{"formula": "C3H6N2OS", "method": "the ωB97M-V functional and the def2-TZVPD basis", "elements": ["H", "H", "H", "H", "C", "H", "H", "N", "N", "S", "C", "C", "O"], "positions_angstrom": [[-0.129, 1.900, 1.379], [-2.384, 0.776, -0.645], [1.512, -0.035, -1.275], [-0.214, -1.618, 1.208], [2.296, -0.470, -0.592], [2.830, -1.262, -1.203], [2.993, 0.323, -0.143], [1.596, -1.208, 0.428], [-0.436, 0.090, -0.030], [0.069, 1.701, 0.069], [-1.804, -0.155, -0.318], [0.367, -0.986, 0.593], [-2.373, -1.225, -0.164]], "atomic_forces_ev_per_a": [[-0.14, 0.02, 0.19], [1.00, -0.89, 0.26], [1.26, 0.08, 0.36], [-0.64, -0.53, 0.70], [0.11, 0.14, -1.09], [-0.08, 1.19, 0.79], [-0.96, -1.24, -0.84], [-0.76, 0.12, 0.39], [-0.56, -1.06, 0.07], [0.18, 0.23, -0.20], [-1.00, -0.41, 0.64], [0.28, 0.93, -0.88], [1.31, 1.43, -0.37]], "e_tot_ha": -700.8010, "spin_multiplicity": 1, "smiles": "C/N=C\\N(S)C=O", "molar_mass_da": 118.16, "lumo_ha": 0.015, "gap_ev": 10.237, "e_homo_ev": -9.82, "de_lowest_kcal_mol": 55.3}


Record 3
{"formula": "C15H23IN3O9P2Sm", "method": "the ωB97M-V functional and the def2-TZVPD basis", "elements": ["H", "H", "O", "N", "H", "H", "C", "C", "H", "H", "H", "C", "H", "H", "C", "O", "H", "H", "C", "C", "O", "O", "C", "H", "H", "C", "N", "H", "H", "H", "H", "C", "H", "O", "O", "P", "C", "P", "C", "H", "H", "N", "C", "H", "C", "C", "O", "I", "H", "Sm", "O", "H", "O", "C"], "positions_angstrom": [[3.500, 1.549, 0.829], [-3.217, 1.643, 0.918], [0.009, -0.450, 8.028], [1.198, 1.767, 3.634], [0.897, -0.437, -8.122], [-2.953, -2.076, -0.758], [0.012, 0.974, -6.757], [-0.520, -1.974, 4.819], [-0.895, -0.425, -8.120], [-3.056, 1.385, -3.090], [4.162, -1.250, -0.347], [3.701, 1.554, -0.249], [-3.191, -1.218, 0.808], [2.833, -1.170, 0.839], [0.442, 0.206, 5.395], [-0.896, -2.371, 7.469], [-4.576, 1.428, -0.218], [-1.006, -2.884, 5.155], [-3.241, 0.390, -2.659], [-0.273, -1.740, 3.461], [1.194, 2.648, 4.526], [-1.455, -3.611, 2.843], [3.070, -1.172, -0.239], [4.335, 0.005, -2.677], [2.607, -2.051, -0.722], [-3.498, 1.625, -0.143], [-0.715, -2.701, 2.479], [4.743, 1.245, -0.434], [0.009, 0.922, -8.887], [-3.276, 2.606, -0.585], [2.705, -0.518, -3.261], [0.005, 0.200, -8.056], [3.128, 1.209, -3.237], [0.218, -0.087, 1.806], [-0.388, -2.584, 1.203], [2.529, 0.422, -1.049], [-3.346, -1.169, -0.279], [-2.524, 0.331, -0.980], [-0.143, -1.010, 5.772], [0.700, 0.918, 6.172], [-4.423, -1.095, -0.483], [-0.351, -1.288, 7.179], [0.668, 0.469, 4.052], [3.547, 2.570, -0.643], [-0.118, 1.671, -0.325], [0.221, -0.448, 3.055], [0.025, 2.171, -6.628], [-0.007, -0.268, -4.921], [-4.321, 0.187, -2.648], [0.051, -0.795, -0.205], [1.637, 1.986, 2.485], [-2.724, -0.356, -3.279], [-0.297, 2.815, -0.215], [3.264, 0.252, -2.711]], "atomic_forces_ev_per_a": [[0.11, 0.20, -0.20], [-0.14, 0.15, -0.17], [-0.53, -1.38, -2.24], [0.89, 3.16, 0.79], [-0.27, 0.08, 0.13], [-0.20, 0.03, 0.18], [0.04, 3.51, -0.75], [0.26, 0.32, 0.73], [0.27, 0.08, 0.13], [-0.05, -0.33, 0.06], [-0.36, -0.21, 0.06], [-0.29, 0.52, 0.37], [-0.07, -0.08, -0.23], [0.09, -0.01, -0.23], [0.08, -0.29, 0.05], [1.00, 1.92, -0.92], [0.36, -0.09, -0.14], [0.16, 0.02, -0.01], [0.61, -0.10, -0.39], [0.17, 1.29, 0.09], [-0.08, -2.14, -1.97], [2.02, 2.00, -1.18], [-0.18, 0.21, -0.10], [-0.34, 0.05, 0.16], [0.24, 0.00, 0.09], [0.53, 0.43, 0.42], [-1.67, -1.46, -0.34], [-0.47, -0.01, -0.05], [0.00, -0.18, 0.42], [-0.08, -0.24, 0.18], [0.32, 0.23, -0.04], [0.00, 0.01, 0.06], [0.05, -0.31, 0.06], [-0.11, -0.25, -0.61], [-0.43, -0.19, 2.27], [1.62, -0.77, 0.00], [0.17, 0.07, -0.10], [-1.99, -0.58, -0.09], [0.11, -0.22, -1.78], [0.05, 0.03, -0.13], [0.26, -0.15, 0.10], [-0.67, -0.76, 3.27], [-0.78, -0.93, -0.45], [0.11, -0.27, 0.22], [-0.72, 5.62, 0.73], [0.35, -0.19, -0.13], [-0.04, -3.28, -0.02], [-0.01, -0.29, 0.19], [0.33, 0.07, 0.18], [0.13, 0.22, 0.33], [-0.84, -1.04, 1.87], [-0.31, 0.26, -0.01], [0.83, -4.71, -0.58], [-0.55, -0.02, -0.33]], "e_tot_ha": -3064.3366, "spin_multiplicity": 6, "molar_mass_da": 728.57, "charge": 2, "lumo_ha": [-0.313, -0.294], "gap_ev": [6.380, 6.896], "e_homo_ev": [-14.90, -14.90]}


Record 4
{"formula": "C4H4N2OS", "method": "the ωB97M-V functional and the def2-TZVPD basis", "elements": ["H", "H", "O", "N", "C", "C", "C", "S", "H", "N", "H", "C"], "positions_angstrom": [[1.570, 1.775, 0.599], [-1.758, -0.904, 0.952], [0.313, -2.526, -3.659], [0.683, 1.291, 0.735], [-0.947, 0.969, 2.063], [-1.013, -0.090, 1.070], [0.047, 0.233, 0.228], [-0.310, -1.738, -2.539], [-1.578, 1.138, 2.819], [0.048, 1.795, 1.794], [2.003, -0.918, -2.252], [0.943, -1.025, -1.810]], "atomic_forces_ev_per_a": [[-0.51, -0.80, -0.88], [0.82, 0.85, 0.15], [-1.32, 0.60, 0.66], [0.85, 1.25, -0.14], [1.97, -1.59, -4.23], [-0.03, 0.33, -0.18], [0.57, -2.12, -1.42], [2.53, -0.52, -0.51], [-2.19, 0.64, 2.72], [-0.27, -0.21, 1.22], [-1.74, -0.20, 1.14], [-0.69, 1.76, 1.48]], "e_tot_ha": -737.5154, "spin_multiplicity": 1, "molar_mass_da": 128.16, "lumo_ha": [-0.062, -0.064], "gap_ev": [8.025, 7.992], "e_homo_ev": [-9.72, -9.74], "de_lowest_kcal_mol": 159.4}


Record 5
{"formula": "C2H2N4O2", "method": "the ωB97M-V functional and the def2-TZVPD basis", "elements": ["O", "C", "N", "H", "C", "N", "O", "N", "H", "N"], "positions_angstrom": [[-0.047, -1.649, -0.928], [1.183, -1.153, -1.004], [-1.304, 1.436, 0.014], [2.172, -1.594, -1.361], [-0.524, -0.215, 1.244], [0.421, 0.417, 0.396], [1.601, -0.128, -0.164], [-0.015, 1.350, -0.366], [-0.479, -1.240, 1.681], [-1.684, 0.405, 0.952]], "atomic_forces_ev_per_a": [[7.87, 2.92, -1.52], [-4.79, -3.41, 2.35], [0.53, -0.72, -0.13], [-1.71, 0.32, -0.45], [-1.48, 0.86, -2.95], [2.02, -2.30, 1.43], [-1.61, -1.06, 0.10], [-5.14, 0.53, 1.96], [0.55, 1.42, -0.16], [3.76, 1.43, -0.62]], "e_tot_ha": -446.7351, "spin_multiplicity": 1, "smiles": "O=COn1cnnn1", "molar_mass_da": 114.06, "lumo_ha": -0.016, "gap_ev": 10.596, "e_homo_ev": -11.03, "de_lowest_kcal_mol": 149.1}


Record 6
{"formula": "C31H26Cl2N4OPd", "method": "the ωB97M-V functional and the def2-TZVPD basis", "elements": ["C", "H", "H", "C", "C", "C", "H", "N", "H", "C", "C", "H", "N", "N", "H", "H", "C", "C", "N", "H", "C", "H", "H", "C", "C", "Cl", "H", "H", "H", "H", "C", "Cl", "H", "C", "Pd", "H", "H", "C", "C", "H", "C", "C", "C", "C", "C", "C", "C", "H", "C", "C", "H", "H", "C", "C", "C", "C", "H", "H", "O", "C", "C", "H", "H", "C", "H"], "positions_angstrom": [[-0.402, 1.737, 2.086], [2.500, 1.396, -5.680], [-2.702, 1.981, -0.235], [3.693, 0.721, 3.951], [4.414, -2.557, 2.301], [1.783, 1.143, -4.915], [-5.839, 1.265, -1.900], [-0.039, 0.527, 0.046], [-1.673, -1.502, -4.330], [3.298, 1.969, 3.547], [-1.632, -0.480, -4.713], [-2.509, 0.063, -4.358], [-2.071, -0.584, -0.066], [-1.019, 0.036, -2.013], [4.753, -3.554, 2.538], [2.992, 1.895, -3.321], [3.050, 2.206, 2.192], [-0.057, 0.542, 1.448], [3.150, 1.263, 1.274], [-0.223, -2.512, 1.423], [0.587, 0.539, -5.263], [-7.037, -0.867, -1.771], [-1.691, -0.532, -5.797], [-0.049, 0.443, -2.952], [-5.332, 0.392, -1.514], [4.652, -2.050, 4.927], [3.190, 2.774, 4.256], [-3.574, -2.691, -0.067], [-1.811, -0.444, -2.417], [-4.066, 2.648, -1.145], [3.561, 0.022, 1.641], [4.193, -3.476, -0.219], [3.888, 0.503, 4.990], [3.864, -0.298, 2.992], [1.976, 1.053, -0.645], [-5.917, -2.865, -0.836], [1.055, -1.690, 0.528], [-5.388, -1.926, -0.914], [0.313, -0.582, 2.206], [2.779, 3.199, 1.851], [-4.077, -1.833, -0.485], [-4.017, 0.515, -1.080], [-0.348, 0.192, -4.303], [4.290, -1.607, 3.291], [1.150, 1.061, -2.577], [2.053, 1.407, -3.583], [4.083, -2.251, 0.990], [1.394, -2.426, 2.113], [-3.330, 1.847, -1.115], [-3.389, -0.628, -0.573], [-0.705, 2.737, 3.947], [0.384, 0.322, -6.302], [3.632, -0.976, 0.591], [0.353, -0.455, 3.589], [-0.008, 0.726, 4.216], [-0.400, 1.821, 3.465], [-2.691, 1.943, -1.993], [-0.677, 2.587, 1.473], [3.277, -0.725, -0.606], [0.658, -1.876, 1.529], [-6.014, -0.809, -1.437], [0.663, -1.302, 4.183], [0.015, 0.789, 5.294], [-0.994, 0.024, -0.666], [-1.963, -0.788, 0.917]], "atomic_forces_ev_per_a": [[-0.04, -0.24, -0.15], [0.09, 0.07, -0.05], [0.04, 0.07, 0.03], [0.00, 0.21, -0.20], [-0.10, 0.39, 0.33], [-0.07, 0.16, 0.09], [-0.02, 0.10, -0.03], [0.96, 0.49, -0.96], [-0.11, -0.09, 0.02], [0.32, -0.19, 0.16], [0.16, 0.05, 0.07], [-0.11, -0.01, 0.01], [0.18, 0.03, 0.25], [-0.20, -0.42, -0.35], [0.02, -0.09, 0.08], [-0.07, -0.22, 0.03], [0.03, -0.12, -0.40], [-0.38, 0.08, 0.81], [-0.68, -0.15, 0.06], [-0.07, -0.06, -0.01], [0.03, 0.00, 0.06], [-0.12, -0.01, -0.05], [-0.04, -0.02, -0.02], [0.40, 0.47, 0.35], [0.04, -0.03, -0.05], [0.07, -0.04, 0.29], [-0.05, 0.08, 0.07], [0.10, -0.12, 0.00], [0.09, 0.00, 0.16], [-0.01, 0.04, 0.02], [0.14, -0.40, 0.20], [0.00, -0.17, -0.11], [0.00, 0.02, 0.07], [0.03, -0.01, -0.17], [-1.40, 0.60, -1.53], [-0.03, -0.06, 0.00], [0.04, -0.13, 0.09], [0.03, -0.05, 0.08], [-0.08, 0.20, -0.41], [-0.20, -0.09, -0.03], [-0.02, 0.06, -0.06], [-0.01, -0.02, 0.04], [0.01, 0.13, 0.03], [-0.01, -0.30, -0.29], [0.86, -1.13, 1.24], [0.02, 0.17, 0.38], [-0.03, 0.49, -0.13], [0.06, -0.04, -0.03], [-0.04, 0.06, -0.03], [-0.29, -0.09, -0.17], [0.03, 0.10, 0.07], [-0.07, -0.03, -0.07], [0.12, -0.27, -0.03], [-0.14, 0.15, 0.09], [-0.02, -0.12, 0.09], [-0.03, 0.06, -0.03], [0.03, 0.07, -0.01], [0.01, 0.03, -0.01], [0.30, 0.11, -0.43], [0.06, 0.09, -0.09], [-0.06, 0.00, -0.04], [0.06, -0.12, 0.05], [0.02, 0.01, 0.09], [0.08, 0.08, 0.59], [0.08, 0.15, -0.06]], "e_tot_ha": -2539.4641, "spin_multiplicity": 1, "molar_mass_da": 647.90, "lumo_ha": [-0.022, -0.023], "gap_ev": [6.237, 6.235], "e_homo_ev": [-6.85, -6.85]}